Below is a cluster of 7 separate species, CH16O6 in total, with properties calculated with ωB97M-V/def2-TZVPD.

Structure (ORCA input):
```
! RIJCOSX wB97M-V def2-TZVPD def2/J DEFGRID3
* xyz 0 1
C 2.55 -1.62 0.93
H 2.41 -0.64 0.47
H 3.42 -1.57 1.57
H 1.78 -1.80 1.69
H 2.48 -2.34 0.12
H 0.15 -0.93 -0.80
H 0.81 -1.11 -2.18
O 0.35 -1.60 -1.48
H -1.87 -2.03 2.54
H -0.75 -2.09 1.53
O -1.22 -1.47 2.10
H -0.16 0.22 1.13
H -0.74 1.19 0.11
O 0.10 0.82 0.43
H -0.41 5.25 -0.86
H -1.06 6.63 -0.86
O -0.57 6.02 -1.42
H -1.18 -3.27 -0.24
H 0.30 -3.30 -0.26
O -0.45 -3.65 0.25
H -2.65 2.78 -1.49
H -1.58 1.87 -1.93
O -1.70 2.63 -1.35
*
```

Its orbital gap is 11.571 eV. The LUMO energy is 0.20 eV. The total energy comes out at -13581.87017 eV.

---

Below is a cluster of 5 separate species, C36H38N4O12 in total, with properties calculated with ωB97M-V/def2-TZVPD.

Structure (ORCA input):
```
! RIJCOSX wB97M-V def2-TZVPD def2/J DEFGRID3
* xyz 0 1
C 2.31 -4.54 1.44
C 3.02 -4.05 0.15
C 3.71 -2.74 0.34
C 3.31 -1.60 0.91
C 1.97 -1.15 1.39
C 0.91 -1.34 0.29
C -0.43 -0.70 0.69
C -1.35 -1.70 1.44
C -2.53 -2.16 0.58
O -2.99 -3.45 0.93
C -2.45 -4.52 0.18
C 4.57 -0.81 1.08
O 4.90 -0.20 2.03
O 5.42 -1.17 0.05
C 5.00 -2.44 -0.34
O 5.53 -3.02 -1.23
H 2.53 -5.59 1.63
H 1.22 -4.43 1.36
H 2.63 -3.97 2.31
H 2.30 -4.01 -0.68
H 3.81 -4.77 -0.08
H 2.04 -0.07 1.56
H 1.66 -1.66 2.31
H 1.28 -0.90 -0.64
H 0.73 -2.40 0.08
H -0.26 0.17 1.32
H -0.96 -0.40 -0.22
H -0.80 -2.61 1.71
H -1.74 -1.24 2.35
H -3.38 -1.48 0.71
H -2.27 -2.11 -0.49
H -1.67 -5.05 0.75
H -3.24 -5.22 -0.04
H -2.01 -4.18 -0.76
C -7.92 -6.19 2.91
C -6.65 -6.56 2.49
C -6.14 -6.09 1.29
C -6.93 -5.25 0.53
C -8.20 -4.87 0.92
C -8.69 -5.34 2.12
N -6.40 -4.73 -0.74
O -5.29 -5.10 -1.08
O -7.09 -3.96 -1.38
H -8.30 -6.55 3.85
H -6.04 -7.22 3.11
H -5.16 -6.37 0.95
H -8.79 -4.21 0.30
H -9.68 -5.05 2.45
C 3.52 3.93 -1.99
C 3.93 3.46 -0.75
C 2.99 3.05 0.19
C 1.65 3.12 -0.15
C 1.22 3.59 -1.38
C 2.17 3.99 -2.30
N 0.65 2.66 0.83
O 1.06 2.25 1.90
O -0.52 2.68 0.50
H 4.25 4.24 -2.72
H 4.98 3.41 -0.51
H 3.30 2.68 1.15
H 0.16 3.63 -1.61
H 1.85 4.36 -3.27
C 0.07 0.65 -7.75
C 0.75 1.83 -7.48
C 0.43 2.57 -6.35
C -0.57 2.11 -5.52
C -1.26 0.94 -5.77
C -0.93 0.21 -6.90
N -0.91 2.88 -4.31
O -0.30 3.91 -4.11
O -1.76 2.44 -3.58
H 0.33 0.07 -8.63
H 1.53 2.18 -8.14
H 0.94 3.49 -6.13
H -2.04 0.61 -5.10
H -1.46 -0.71 -7.12
C 3.51 5.66 2.45
C 4.20 6.82 2.79
C 3.85 7.54 3.92
C 2.81 7.06 4.71
C 2.11 5.91 4.40
C 2.47 5.21 3.26
N 2.45 7.81 5.92
O 3.06 8.83 6.16
O 1.56 7.36 6.61
H 3.79 5.11 1.57
H 5.01 7.17 2.16
H 4.37 8.44 4.19
H 1.31 5.57 5.03
H 1.94 4.30 3.00
*
```

Its orbital gap is 8.759 eV. The LUMO energy is -0.84 eV. The total energy comes out at -68467.32014 eV.

---

Below is the ion C5H10NO2 with charge -1, with properties calculated with ωB97M-V/def2-TZVPD.

Structure (ORCA input):
```
! RIJCOSX wB97M-V def2-TZVPD def2/J DEFGRID3
* xyz -1 1
O -1.60 0.57 -1.31
C -1.25 0.57 -0.04
C 0.04 -0.23 0.22
C 1.26 0.27 -0.55
C 1.98 1.45 0.03
N -0.39 -1.58 -0.13
C -1.66 -1.64 0.54
O -2.18 -0.34 0.74
H -1.23 1.60 0.37
H 0.30 -0.20 1.29
H 1.93 -0.56 -0.80
H 0.81 0.53 -1.51
H 1.31 2.26 0.34
H 2.37 1.25 1.05
H 2.75 1.90 -0.58
H -0.51 -1.51 -1.14
H -2.33 -2.27 -0.06
H -1.58 -2.06 1.55
*
```

Its orbital gap is 7.089 eV. The LUMO energy is 4.09 eV. The total energy comes out at -10931.99605 eV.

---

Below is a cluster of 2 separate species, C3H4F3I in total, with properties calculated with ωB97M-V/def2-TZVPD.

Structure (ORCA input):
```
! RIJCOSX wB97M-V def2-TZVPD def2/J DEFGRID3
* xyz 0 1
C -1.39 -0.21 -0.45
C -0.20 -0.76 0.27
C 1.36 0.91 0.31
F -2.53 -0.50 0.26
F 0.47 -1.73 -0.36
F 1.03 1.68 -0.74
I 3.22 -0.04 0.14
H -1.50 -0.68 -1.44
H -1.36 0.88 -0.56
H -0.30 -0.96 1.33
H 1.19 1.43 1.25
*
```

Its orbital gap is 9.125 eV. The LUMO energy is 0.23 eV. The total energy comes out at -19425.91910 eV.

---

Below is a structure of composition C21H27Cl3MoNO4PS2Se, with properties calculated with ωB97M-V/def2-TZVPD.

Structure (ORCA input):
```
! RIJCOSX wB97M-V def2-TZVPD def2/J DEFGRID3
* xyz 1 2
Mo 0.06 0.49 -0.63
C 1.20 -2.47 -0.62
N 1.14 -1.26 -1.50
C 2.55 -0.85 -1.78
C 0.50 -1.67 -2.79
C -0.17 -0.51 -3.45
C -0.50 -0.53 -4.80
C -1.21 0.53 -5.34
C -1.60 1.60 -4.54
C -1.27 1.61 -3.19
C -0.54 0.56 -2.63
H 1.64 -3.29 -1.19
H 0.20 -2.75 -0.31
H 1.82 -2.27 0.24
H 3.10 -1.71 -2.17
H 3.02 -0.49 -0.87
H 2.54 -0.06 -2.53
H -0.23 -2.45 -2.56
H 1.27 -2.13 -3.43
H -0.20 -1.36 -5.42
H -1.47 0.52 -6.39
H -2.17 2.41 -4.96
H -1.57 2.45 -2.58
C 0.97 2.04 6.46
C 1.39 1.16 5.31
O 0.22 0.81 4.52
P 0.02 1.45 3.07
S 1.28 2.13 -0.56
S 0.29 -0.44 1.83
O -1.57 1.40 2.93
C -2.33 2.40 3.69
C -3.74 2.42 3.17
H 1.84 2.25 7.09
H 0.22 1.54 7.07
H 0.57 2.98 6.10
H 1.81 0.21 5.65
H 2.12 1.65 4.67
H -1.84 3.37 3.57
H -2.29 2.11 4.74
H -3.78 2.79 2.15
H -4.35 3.07 3.80
H -4.18 1.42 3.20
Cl -5.06 -0.92 -0.65
C -3.44 -0.70 -0.04
Cl -3.34 -1.16 1.67
Cl -2.30 -1.73 -0.96
C -2.99 0.79 -0.16
O -3.78 1.67 -0.31
O -1.70 0.94 0.01
Se 2.48 -0.40 2.10
C 2.70 -2.13 2.90
C 3.83 -2.85 2.53
C 4.06 -4.10 3.10
C 3.16 -4.62 4.02
C 2.03 -3.90 4.37
C 1.80 -2.64 3.83
H 4.52 -2.46 1.80
H 4.94 -4.66 2.82
H 3.34 -5.60 4.46
H 1.33 -4.30 5.09
H 0.93 -2.08 4.12
*
```

Its orbital gap (spin up / spin down) is 7.183 / 7.523 eV. The LUMO energy (spin up / spin down) is -4.30 / -3.96 eV. As for the expectation value of S²: 0.7695. The total energy comes out at -167620.13244 eV.

---

Below is a cluster of 2 separate species, C4H12N2O2 in total, with properties calculated with ωB97M-V/def2-TZVPD.

Structure (ORCA input):
```
! RIJCOSX wB97M-V def2-TZVPD def2/J DEFGRID3
* xyz 0 1
N 1.24 -0.41 -2.14
C 1.65 0.11 -0.82
C 0.44 0.43 0.04
N -0.26 -0.60 0.65
C -0.73 -0.23 2.01
C 0.25 -1.97 0.53
O 0.16 1.59 0.26
H 0.97 0.34 -2.76
H 2.07 -0.87 -2.52
H 2.22 -0.70 -0.37
H 2.27 1.01 -0.78
H -0.75 -1.12 2.64
H -1.75 0.15 1.97
H -0.07 0.53 2.41
H -0.21 -2.40 -0.35
H 1.33 -2.05 0.56
H 0.00 -2.62 1.37
H -1.90 0.34 -0.71
H -1.92 1.74 0.13
O -2.38 1.14 -0.46
*
```

Its orbital gap is 10.224 eV. The LUMO energy is 0.73 eV. The total energy comes out at -11417.24039 eV.

---

Below is a structure of composition C20H42As3NNaO3S2Si, with properties calculated with ωB97M-V/def2-TZVPD.

Structure (ORCA input):
```
! RIJCOSX wB97M-V def2-TZVPD def2/J DEFGRID3
* xyz -1 1
Na 0.06 0.32 1.01
C 3.70 5.04 -1.81
Si 3.55 4.52 0.00
C 5.14 5.04 0.88
C 2.18 5.50 0.82
C 3.45 2.64 0.06
C 4.63 1.92 0.19
C 4.64 0.53 0.21
C 3.41 -0.10 0.10
N 2.26 0.53 -0.07
C 2.24 1.89 -0.11
S 0.72 2.67 -0.39
H 3.81 6.12 -1.91
H 2.79 4.74 -2.35
H 4.55 4.56 -2.29
H 5.22 6.13 0.85
H 6.05 4.63 0.44
H 5.11 4.74 1.93
H 2.49 6.55 0.84
H 2.00 5.18 1.85
H 1.25 5.40 0.28
H 5.57 2.45 0.29
H 5.55 -0.04 0.33
H 3.34 -1.19 0.16
C -3.80 1.20 0.68
As -2.59 -0.07 -0.19
C -3.55 -0.09 -1.92
C -3.36 -1.64 0.73
C -3.04 -3.10 0.35
C -3.89 -3.95 1.31
C -1.58 -3.50 0.60
As -0.04 -2.54 -0.20
C 0.15 -3.44 -1.94
C 1.29 -3.65 0.72
C -3.47 -3.36 -1.10
As -4.08 -5.17 -1.63
C -2.40 -6.08 -2.08
C -4.51 -4.65 -3.48
H -4.84 0.91 0.55
H -3.63 2.19 0.25
H -3.54 1.23 1.74
H -4.60 -0.36 -1.79
H -3.08 -0.78 -2.62
H -3.49 0.92 -2.33
H -4.45 -1.52 0.68
H -3.07 -1.48 1.77
H -3.68 -3.67 2.34
H -3.67 -5.02 1.20
H -4.96 -3.81 1.12
H -1.45 -4.56 0.36
H -1.38 -3.39 1.68
H 0.10 -4.52 -1.84
H 1.13 -3.17 -2.34
H -0.60 -3.11 -2.65
H 1.03 -4.71 0.64
H 1.34 -3.35 1.76
H 2.27 -3.49 0.25
H -2.70 -3.03 -1.81
H -4.36 -2.76 -1.32
H -1.84 -6.32 -1.17
H -1.78 -5.47 -2.73
H -2.65 -7.01 -2.58
H -5.41 -4.03 -3.48
H -4.70 -5.54 -4.06
H -3.69 -4.09 -3.93
C 0.13 0.01 4.94
S -0.78 -0.59 3.53
O -1.40 0.59 2.91
O -1.72 -1.57 4.04
O 0.23 -1.16 2.62
H -0.59 0.25 5.72
H 0.68 0.90 4.65
H 0.80 -0.77 5.28
*
```

Its orbital gap is 6.409 eV. The LUMO energy is 2.23 eV. The total energy comes out at -245539.53718 eV.

---

Below is the molecule C4H5NO2, with properties calculated with ωB97M-V/def2-TZVPD.

Structure (ORCA input):
```
! RIJCOSX wB97M-V def2-TZVPD def2/J DEFGRID3
* xyz 0 1
C 0.40 -1.10 1.07
C 0.79 0.31 0.55
C 0.43 1.39 -0.28
C -0.59 1.31 -1.43
H -1.26 -2.51 0.79
H -0.86 -1.52 -0.61
H 1.64 0.64 1.15
H 0.99 2.25 -0.09
H -0.69 2.21 -1.97
N -0.58 -1.82 0.35
O 0.84 -1.42 2.22
O -1.12 0.26 -1.75
*
```

Its orbital gap is 9.292 eV. The LUMO energy is -0.90 eV. The total energy comes out at -9812.47580 eV.